Entry 1:
{"formula": "C4H24NO8", "method": "wB97M-V/def2-TZVPD", "gap_ev": 11.047, "relative_energy_ev": 0.000, "e_tot_ev": -22402.073, "charge": 1, "species": ["C", "C", "C", "C", "O", "N", "H", "H", "H", "H", "H", "H", "H", "H", "H", "H", "H", "H", "O", "H", "H", "O", "H", "H", "O", "H", "H", "O", "H", "H", "O", "H", "H", "O", "H", "H", "O"], "positions_angstrom": [[0.42628, -1.88537, 0.25650], [-0.54102, -3.06100, 0.01617], [-2.07511, -2.80961, -0.21477], [-2.63678, -1.41711, -0.18976], [-2.38545, -0.63530, 0.70284], [0.14352, -0.92564, 1.38885], [1.35025, -2.34188, 0.59248], [0.61645, -1.31569, -0.64645], [-0.11484, -3.44675, -0.90845], [-0.47494, -3.81131, 0.79491], [-2.28150, -3.20959, -1.20454], [-2.64617, -3.35388, 0.53779], [-3.32602, -1.10500, -0.98707], [-0.83992, -1.01716, 1.66446], [0.25688, 0.07578, 1.15849], [0.77525, -1.10265, 2.15950], [-0.70884, 1.25622, -1.39760], [-1.48977, 2.52603, -1.73683], [-0.91551, 1.86538, -2.12988], [-1.90329, 1.40026, 0.57538], [-0.45717, 2.11936, 0.88537], [-0.94745, 1.35475, 0.50359], [-0.59598, -1.48575, -3.56800], [-0.82077, -0.09684, -3.00850], [-0.88196, -1.03345, -2.76518], [3.03306, 2.09810, -0.63719], [3.67073, 1.83460, 0.73725], [3.09671, 2.45272, 0.27093], [1.53973, 0.80276, -2.44662], [1.69656, 2.28705, -2.44436], [2.11612, 1.49013, -2.08917], [0.85794, 3.86739, 1.01289], [1.77779, 2.71277, 1.22782], [0.86090, 3.01473, 1.46852], [1.81981, 0.82769, 3.95569], [0.74268, 1.44254, 3.28205], [1.26183, 0.62573, 3.18289]]}

Entry 2:
{"formula": "C94H132As5Br4F30N14", "method": "wB97M-V/def2-TZVPD", "gap_ev": 5.969, "e_tot_ev": -786345.968, "charge": 5, "species": ["C", "C", "C", "C", "N", "C", "C", "C", "C", "C", "C", "C", "H", "H", "H", "H", "H", "H", "H", "H", "H", "H", "H", "H", "H", "H", "H", "H", "H", "H", "H", "H", "H", "H", "H", "H", "C", "C", "C", "C", "N", "C", "C", "C", "C", "C", "C", "C", "H", "H", "H", "H", "H", "H", "H", "H", "H", "H", "H", "H", "H", "H", "H", "H", "H", "H", "H", "H", "H", "H", "H", "H", "C", "N", "C", "C", "C", "C", "C", "C", "C", "C", "N", "C", "C", "C", "H", "H", "H", "H", "H", "H", "H", "H", "H", "H", "H", "H", "H", "H", "C", "N", "C", "C", "C", "C", "C", "C", "C", "C", "N", "C", "C", "C", "H", "H", "H", "H", "H", "H", "H", "H", "H", "H", "H", "H", "H", "H", "C", "N", "C", "C", "C", "C", "C", "C", "C", "C", "N", "C", "C", "C", "H", "H", "H", "H", "H", "H", "H", "H", "H", "H", "H", "H", "H", "H", "C", "N", "C", "C", "C", "C", "C", "C", "C", "C", "N", "C", "C", "C", "H", "H", "H", "H", "H", "H", "H", "H", "H", "H", "H", "H", "H", "H", "C", "N", "C", "C", "C", "C", "C", "C", "C", "C", "N", "C", "C", "C", "H", "H", "H", "H", "H", "H", "H", "H", "H", "H", "H", "H", "H", "H", "C", "N", "C", "C", "C", "C", "C", "C", "C", "C", "N", "C", "C", "C", "H", "H", "H", "H", "H", "H", "H", "H", "H", "H", "H", "H", "H", "H", "Br", "Br", "Br", "Br", "As", "F", "F", "F", "F", "F", "F", "As", "F", "F", "F", "F", "F", "F", "As", "F", "F", "F", "F", "F", "F", "As", "F", "F", "F", "F", "F", "F", "As", "F", "F", "F", "F", "F", "F"], "positions_angstrom": [[-16.31727, -11.02831, 23.24310], [-16.08498, -11.50606, 21.79950], [-15.93712, -10.29456, 20.83832], [-14.57684, -9.58651, 21.16385], [-14.10445, -8.41451, 20.29301], [-13.57580, -8.97525, 19.02791], [-12.07845, -9.25998, 19.32200], [-11.71203, -8.18533, 20.33805], [-12.97866, -7.66597, 20.89554], [-15.33847, -7.56473, 20.03846], [-15.94644, -6.87966, 21.23748], [-17.34160, -6.43661, 20.76282], [-15.38159, -10.74005, 23.84166], [-16.80476, -11.80974, 23.87898], [-16.97634, -10.13602, 23.28090], [-16.94755, -11.99813, 21.42077], [-15.19484, -12.09965, 21.74952], [-16.88009, -9.69594, 20.79899], [-15.89587, -10.80981, 19.83636], [-13.72212, -10.28607, 21.21027], [-14.60234, -9.21285, 22.17676], [-13.69471, -8.19653, 18.29288], [-14.20602, -9.84110, 18.69829], [-11.42156, -9.27141, 18.46290], [-11.84865, -10.17143, 19.77977], [-11.17233, -7.46109, 19.67360], [-11.08726, -8.50300, 21.18920], [-13.01541, -6.64100, 20.63221], [-12.98788, -7.66429, 21.99015], [-16.06346, -8.21486, 19.50660], [-14.96724, -6.93621, 19.28720], [-15.41722, -5.97012, 21.55274], [-15.96434, -7.49798, 22.16000], [-17.91370, -7.38368, 20.51440], [-17.40474, -5.66451, 19.97504], [-17.89096, -6.07723, 21.62947], [-23.03164, 1.31253, 28.53145], [-24.35254, 0.70043, 27.90955], [-24.45780, 0.75941, 26.39676], [-23.55872, -0.34560, 25.82606], [-23.36254, -0.33367, 24.32961], [-24.62484, -0.60306, 23.58741], [-24.49495, -2.03658, 23.04076], [-23.03871, -2.05177, 22.70091], [-22.47894, -1.48239, 23.94315], [-22.85659, 1.01464, 23.99347], [-22.39060, 1.22442, 22.57195], [-21.73558, 2.61567, 22.47311], [-23.10288, 1.46976, 29.59291], [-22.93637, 2.32150, 28.10136], [-22.14606, 0.80480, 28.27812], [-25.14316, 1.26854, 28.33758], [-24.57675, -0.28186, 28.33364], [-24.11149, 1.65008, 26.00395], [-25.50917, 0.62481, 26.14539], [-23.87054, -1.30623, 26.04003], [-22.58003, -0.08398, 26.28744], [-24.67815, 0.08846, 22.76997], [-25.49133, -0.38723, 24.23308], [-25.25204, -2.18390, 22.19794], [-24.79017, -2.66745, 23.85399], [-22.91860, -1.41795, 21.82024], [-22.53850, -2.99995, 22.46433], [-21.44301, -1.13447, 24.00075], [-22.53449, -2.19572, 24.71771], [-22.05595, 1.29610, 24.68671], [-23.62770, 1.74231, 24.17855], [-23.22855, 1.21773, 21.84079], [-21.71564, 0.37307, 22.17167], [-22.48227, 3.31658, 22.84730], [-21.44799, 2.93174, 21.39713], [-20.80149, 2.62065, 23.03597], [-24.20694, -15.62901, 24.94063], [-24.07176, -14.15457, 25.07320], [-24.78367, -13.36362, 24.27661], [-24.65592, -11.98551, 24.45087], [-23.89121, -11.45425, 25.49000], [-23.18340, -12.26029, 26.32281], [-23.22803, -13.68126, 26.04484], [-23.57775, -10.02697, 25.46771], [-22.33516, -9.58235, 24.89409], [-22.05649, -8.24192, 24.88664], [-22.95525, -7.29852, 25.40055], [-24.11368, -7.72514, 25.91884], [-24.39311, -9.03557, 25.96660], [-22.54198, -5.88197, 25.35786], [-23.28533, -16.16673, 24.49771], [-25.08355, -15.70448, 24.30300], [-24.45710, -16.05411, 25.88162], [-25.43501, -13.78611, 23.52375], [-25.20174, -11.30747, 23.76322], [-22.51793, -11.88038, 27.03523], [-22.73124, -14.48424, 26.56201], [-21.60976, -10.33570, 24.63550], [-21.03796, -7.85539, 24.60365], [-24.78606, -6.97278, 26.37594], [-25.24209, -9.20080, 26.58392], [-21.57420, -5.92001, 25.78543], [-23.12721, -5.22621, 26.00363], [-22.52923, -5.58924, 24.32744], [-21.26981, -4.96636, 30.43584], [-20.25756, -4.63091, 29.31858], [-19.85731, -3.31478, 29.17513], [-18.82308, -3.01366, 28.33773], [-18.28340, -4.03409, 27.50731], [-18.76534, -5.29442, 27.64202], [-19.70458, -5.62424, 28.62443], [-17.10809, -3.64035, 26.63774], [-16.06796, -2.76637, 27.06306], [-14.97942, -2.62507, 26.24736], [-14.81863, -3.40720, 25.14365], [-15.85200, -4.19753, 24.64709], [-16.96110, -4.35348, 25.43142], [-13.54245, -3.36704, 24.42781], [-20.86841, -4.66474, 31.36976], [-21.43859, -6.05085, 30.25423], [-22.20517, -4.39572, 30.29432], [-20.35264, -2.62491, 29.84293], [-18.41026, -2.00938, 28.19472], [-18.29006, -6.07191, 27.10174], [-19.93330, -6.63582, 28.85634], [-16.12578, -2.22372, 27.98290], [-14.11690, -2.01547, 26.42259], [-15.72282, -4.66525, 23.64162], [-17.73747, -5.07357, 24.99849], [-13.60724, -3.09245, 23.36043], [-13.11676, -4.37047, 24.51098], [-12.87313, -2.75659, 24.95373], [-11.04958, -0.80329, 34.97488], [-12.30000, -0.46626, 34.19416], [-12.91811, 0.72103, 34.32092], [-14.12222, 1.00608, 33.60312], [-14.71793, -0.05264, 32.84199], [-14.08013, -1.26694, 32.82116], [-12.93614, -1.47449, 33.49723], [-15.99076, 0.18269, 32.06857], [-17.13266, 0.70463, 32.57876], [-18.22908, 0.99127, 31.71831], [-18.09634, 0.97705, 30.39680], [-16.88079, 0.49122, 29.87708], [-15.91393, 0.00347, 30.67324], [-19.27069, 1.27720, 29.51659], [-10.13109, -0.70722, 34.34960], [-11.10505, -1.91216, 35.18658], [-10.98509, -0.13571, 35.78299], [-12.41747, 1.40420, 34.97796], [-14.64102, 1.98901, 33.70678], [-14.56696, -2.14203, 32.42583], [-12.40664, -2.45142, 33.49478], [-17.41533, 0.82665, 33.57269], [-19.17438, 1.18084, 32.15416], [-16.83611, 0.39274, 28.80289], [-15.03896, -0.39430, 30.30274], [-18.92498, 1.67470, 28.50471], [-19.80797, 2.04311, 30.07120], [-19.85600, 0.40784, 29.40634], [-15.15107, 1.36784, 26.21826], [-14.34618, 1.56117, 24.95003], [-13.04947, 1.13456, 24.97934], [-12.29156, 1.08348, 23.83390], [-12.89837, 1.48193, 22.63767], [-14.16634, 1.92776, 22.66681], [-14.89560, 2.01595, 23.80993], [-12.25422, 1.21744, 21.30529], [-10.84502, 1.16028, 21.20906], [-10.26152, 0.90211, 19.93805], [-11.05032, 0.52187, 18.92583], [-12.40588, 0.58100, 18.97149], [-12.98532, 0.89880, 20.14521], [-10.51718, 0.14153, 17.55262], [-14.51784, 1.19108, 27.05316], [-15.84346, 0.53197, 25.93810], [-15.87073, 2.17208, 26.25403], [-12.65766, 0.75565, 25.89733], [-11.22220, 0.77893, 23.81543], [-14.59766, 2.12447, 21.68722], [-15.89703, 2.23943, 23.78894], [-10.21474, 1.45045, 22.07911], [-9.22278, 1.02217, 19.85873], [-13.07365, 0.27605, 18.16643], [-14.05050, 0.82934, 20.18683], [-10.95666, -0.82829, 17.25999], [-9.40083, 0.09146, 17.60004], [-10.77466, 0.95338, 16.83575], [-17.77904, -11.03575, 28.99694], [-17.11851, -9.70857, 28.86639], [-16.93280, -9.22539, 27.63068], [-16.12042, -8.13360, 27.49894], [-15.44994, -7.62962, 28.61215], [-15.61112, -8.19572, 29.90246], [-16.47957, -9.28666, 29.98213], [-14.32989, -6.67699, 28.35822], [-14.30819, -5.39098, 28.91911], [-13.29827, -4.55812, 28.55534], [-12.28914, -5.00737, 27.80020], [-12.21741, -6.22888, 27.24901], [-13.31952, -7.08758, 27.56363], [-11.18431, -4.05006, 27.57239], [-17.10397, -11.79026, 28.66388], [-18.65979, -11.02099, 28.34215], [-18.05008, -11.31752, 29.99554], [-17.53997, -9.55569, 26.80264], [-15.92149, -7.75221, 26.48179], [-15.15156, -7.66767, 30.75680], [-16.69438, -9.83463, 30.86017], [-15.04183, -5.00337, 29.59654], [-13.24535, -3.52069, 28.92376], [-11.34157, -6.39908, 26.64982], [-13.35440, -8.00927, 27.01562], [-10.60234, -4.22483, 28.47773], [-11.54548, -3.03028, 27.47774], [-10.71519, -4.34891, 26.59811], [-28.64132, -6.04915, 32.45089], [-27.28017, -5.47728, 32.66820], [-26.45554, -6.15159, 33.47282], [-25.17913, -5.56210, 33.80958], [-24.83506, -4.34046, 33.28959], [-25.75782, -3.67279, 32.44417], [-26.92695, -4.26840, 32.15921], [-23.50718, -3.78526, 33.72530], [-23.32598, -2.38124, 33.93279], [-22.10769, -1.89485, 34.33706], [-21.06754, -2.69113, 34.45039], [-21.11032, -3.99060, 34.11709], [-22.32487, -4.56308, 33.77973], [-19.78623, -2.11464, 34.81898], [-29.34267, -5.33391, 32.82328], [-28.66976, -6.98224, 32.98860], [-28.80471, -6.34341, 31.46705], [-26.84855, -7.07952, 33.85492], [-24.49890, -6.12242, 34.42296], [-25.59939, -2.68768, 31.93958], [-27.66153, -3.87827, 31.51477], [-24.16191, -1.71508, 33.71364], [-21.88768, -0.84701, 34.62867], [-20.26651, -4.56004, 33.93127], [-22.38812, -5.62494, 33.48180], [-19.61892, -2.04884, 35.92827], [-19.71150, -1.19792, 34.25868], [-18.95385, -2.65245, 34.42395], [-13.06686, -0.81132, 28.54087], [-14.04212, -7.46849, 24.46663], [-18.84467, -7.06078, 24.36104], [-21.02275, -0.91132, 31.77839], [-21.28074, -9.62249, 28.75027], [-21.82410, -8.81961, 30.16008], [-22.90996, -10.17859, 28.44768], [-20.71951, -10.51719, 27.41116], [-19.68428, -8.91206, 29.09234], [-20.86057, -10.99305, 29.67729], [-21.65348, -8.21315, 27.76836], [-13.15963, -2.85921, 20.81491], [-13.10485, -1.47175, 21.94049], [-11.72319, -2.31109, 19.95075], [-13.36026, -4.11753, 19.77271], [-14.73346, -3.19718, 21.54607], [-14.02833, -1.73784, 19.76191], [-12.32096, -3.95085, 21.94682], [-18.85620, 0.47383, 25.50382], [-17.44324, -0.02145, 24.57924], [-19.29274, -1.25766, 25.69472], [-20.19571, 0.86418, 26.49219], [-18.40452, 2.14736, 25.47157], [-19.64158, 0.65632, 24.07431], [-17.91306, 0.28093, 27.00987], [-24.77150, -4.87612, 28.82663], [-24.66345, -3.18097, 29.08713], [-23.17646, -4.90886, 28.22203], [-24.87863, -6.63452, 28.55135], [-26.42368, -4.81956, 29.38510], [-25.35143, -4.54621, 27.17221], [-24.16143, -5.22432, 30.47008], [-17.00689, -4.00198, 31.75501], [-17.09892, -4.94353, 30.19650], [-16.41231, -5.34985, 32.67541], [-17.07239, -3.07800, 33.17445], [-17.51049, -2.60208, 30.84417], [-18.69233, -4.50433, 32.00597], [-15.40822, -3.63254, 31.34670]]}

Entry 3:
{"formula": "H2IO", "method": "wB97M-V/def2-TZVPD", "gap_ev": 6.381, "relative_energy_ev": 0.521, "e_tot_ev": -10182.872, "charge": -1, "species": ["O", "H", "H", "I"], "positions_angstrom": [[0.93536, -0.07788, -0.91289], [0.99034, -0.74634, -1.63289], [0.95280, -0.60565, -0.08259], [-2.87850, 1.42988, 2.62836]]}

> What is the charge in the second record?

+5

> What is the charge in the third record?

-1

> Number 2 is which compound?

C94H132As5Br4F30N14

> Number 3 is which compound?

H2IO